{
  "formula": "C36H34N5O3Sr",
  "method": "ωB97M-V/def2-TZVPD",
  "e_tot_ev": -52315.7263,
  "molar_mass_g_mol": 672.3,
  "orbital_gap_ev": 7.0,
  "total_charge": -1,
  "e_homo_ev": -4.61,
  "e_above_lowest_kcal_mol": 12.8,
  "symbols": ["Sr", "O", "C", "C", "C", "C", "C", "C", "C", "N", "C", "C", "N", "C", "C", "C", "C", "C", "C", "C", "O", "H", "H", "H", "H", "H", "H", "H", "H", "H", "H", "H", "H", "H", "H", "N", "C", "C", "C", "C", "C", "C", "C", "C", "C", "C", "C", "C", "H", "H", "H", "H", "H", "H", "H", "H", "H", "H", "C", "C", "O", "N", "C", "C", "C", "C", "C", "C", "N", "H", "H", "H", "H", "H", "H", "H", "H", "H", "H"],
  "coordinates": [[11.756, 13.705, 10.633], [10.116, 15.313, 10.194], [9.157, 16.159, 9.940], [8.473, 16.066, 8.694], [7.652, 17.116, 8.282], [7.477, 18.254, 9.042], [8.158, 18.367, 10.225], [8.975, 17.320, 10.747], [9.903, 17.724, 11.834], [10.397, 17.016, 12.760], [9.957, 15.672, 12.990], [11.118, 14.988, 13.765], [12.298, 14.843, 12.934], [13.220, 15.667, 13.100], [14.558, 15.684, 12.524], [15.448, 16.723, 12.808], [16.814, 16.632, 12.425], [17.228, 15.489, 11.740], [16.372, 14.483, 11.355], [14.984, 14.568, 11.707], [14.218, 13.707, 11.187], [8.641, 15.167, 8.172], [6.996, 16.970, 7.422], [6.846, 19.142, 8.703], [8.034, 19.226, 10.862], [10.230, 18.778, 11.820], [9.739, 15.241, 12.020], [9.018, 15.652, 13.593], [10.864, 13.974, 14.066], [11.285, 15.622, 14.580], [12.921, 16.458, 13.771], [15.237, 17.577, 13.466], [17.537, 17.371, 12.766], [18.234, 15.395, 11.425], [16.608, 13.584, 10.825], [13.197, 10.655, 11.487], [13.194, 10.397, 10.105], [14.379, 10.471, 9.393], [14.489, 10.085, 8.078], [13.342, 9.597, 7.372], [12.154, 9.638, 8.124], [12.048, 9.951, 9.484], [10.751, 10.086, 10.264], [9.872, 9.023, 10.337], [8.758, 9.129, 11.173], [8.526, 10.264, 11.908], [9.352, 11.394, 11.627], [10.486, 11.358, 10.816], [13.973, 11.242, 11.792], [12.331, 11.104, 11.807], [15.232, 10.875, 9.932], [15.499, 10.001, 7.677], [13.395, 9.296, 6.303], [11.259, 9.424, 7.537], [10.113, 8.056, 9.863], [8.100, 8.270, 11.291], [7.688, 10.344, 12.544], [9.001, 12.323, 12.015], [12.360, 13.224, 6.062], [13.130, 13.717, 7.217], [12.732, 13.488, 8.355], [14.235, 14.502, 7.059], [15.146, 14.923, 8.094], [14.620, 16.164, 8.861], [15.490, 17.184, 9.281], [14.988, 18.287, 9.926], [13.596, 18.393, 10.064], [12.775, 17.341, 9.635], [13.297, 16.222, 9.082], [11.325, 13.307, 6.379], [12.657, 12.149, 5.921], [12.462, 13.817, 5.157], [14.428, 14.793, 6.114], [16.064, 15.071, 7.694], [15.255, 14.149, 8.829], [16.526, 17.115, 9.188], [15.588, 19.074, 10.401], [13.128, 19.222, 10.611], [11.713, 17.266, 9.829]]
}

---

{
  "formula": "C31H39Cl2N6O2SSiTa",
  "method": "ωB97M-V/def2-TZVPD",
  "e_tot_ev": -91119.4448,
  "molar_mass_g_mol": 839.7,
  "orbital_gap_ev": 7.1,
  "total_charge": 2,
  "e_homo_ev": -13.56,
  "e_above_lowest_kcal_mol": 10.5,
  "symbols": ["Ta", "Cl", "C", "Cl", "H", "H", "C", "C", "C", "C", "C", "C", "N", "N", "Si", "C", "C", "C", "H", "H", "H", "H", "H", "H", "H", "H", "H", "H", "H", "H", "H", "H", "H", "O", "C", "C", "C", "C", "C", "C", "C", "N", "C", "C", "N", "H", "H", "H", "H", "H", "H", "H", "C", "C", "N", "C", "C", "C", "S", "N", "C", "O", "C", "C", "C", "C", "C", "C", "H", "H", "H", "H", "H", "H", "H", "H", "H", "H", "H", "H", "H", "H", "H"],
  "coordinates": [[0.375, -0.640, 0.590], [2.408, -0.193, 2.850], [3.971, -0.056, 1.979], [3.725, 0.158, 0.253], [4.516, -0.976, 2.157], [4.479, 0.813, 2.381], [-0.238, 2.129, 3.309], [-1.014, 0.853, 3.302], [-2.011, 0.615, 4.226], [-2.783, -0.542, 4.138], [-2.576, -1.463, 3.130], [-1.554, -1.185, 2.231], [-0.786, -0.068, 2.336], [-1.114, -1.895, 1.149], [-1.843, -3.400, 0.512], [-1.757, -4.697, 1.858], [-3.609, -3.055, -0.001], [-0.817, -3.871, -0.978], [-0.228, 2.555, 4.310], [-0.717, 2.854, 2.646], [0.784, 1.998, 2.971], [-2.192, 1.339, 5.007], [-3.565, -0.715, 4.866], [-3.172, -2.357, 3.041], [-2.644, -4.714, 2.491], [-0.883, -4.564, 2.499], [-1.677, -5.688, 1.406], [-4.257, -2.839, 0.850], [-4.014, -3.938, -0.499], [-3.680, -2.220, -0.699], [0.222, -4.090, -0.728], [-0.845, -3.108, -1.760], [-1.247, -4.780, -1.405], [1.472, -2.188, 0.837], [2.532, -2.909, 0.457], [3.261, -3.655, 1.377], [4.343, -4.382, 0.915], [4.699, -4.361, -0.431], [3.975, -3.613, -1.334], [2.867, -2.876, -0.900], [2.084, -2.031, -1.778], [1.220, -1.041, -1.456], [0.834, -0.471, -2.667], [1.427, -1.117, -3.689], [2.198, -2.097, -3.112], [2.961, -3.668, 2.415], [4.923, -4.976, 1.608], [5.555, -4.928, -0.768], [4.299, -3.586, -2.366], [0.174, 0.371, -2.731], [1.375, -0.971, -4.753], [2.754, -2.781, -3.600], [-3.191, 0.740, -4.157], [-3.416, 1.253, -2.741], [-2.293, 2.067, -2.260], [-2.263, 3.447, -2.791], [-2.973, 4.419, -1.864], [-1.428, 1.670, -1.347], [-1.604, 0.050, -0.706], [-0.525, 2.603, -0.970], [0.448, 2.427, -0.126], [0.762, 1.283, 0.431], [1.242, 3.594, 0.276], [0.901, 4.861, -0.209], [1.632, 5.969, 0.177], [2.705, 5.824, 1.046], [3.047, 4.570, 1.535], [2.317, 3.459, 1.155], [-3.938, -0.017, -4.389], [-2.207, 0.276, -4.246], [-3.273, 1.523, -4.908], [-3.571, 0.421, -2.060], [-4.301, 1.888, -2.680], [-2.758, 3.403, -3.760], [-1.228, 3.732, -2.954], [-4.016, 4.136, -1.714], [-2.962, 5.417, -2.300], [-2.480, 4.460, -0.894], [0.064, 4.962, -0.885], [1.366, 6.948, -0.198], [3.277, 6.692, 1.346], [3.882, 4.465, 2.214], [2.573, 2.481, 1.536]]
}

---

{
  "formula": "C2H4FN3",
  "method": "ωB97M-V/def2-TZVPD",
  "e_tot_ev": -9322.2097,
  "molar_mass_g_mol": 89.1,
  "orbital_gap_ev": 9.9,
  "e_homo_ev": -9.23,
  "e_above_lowest_kcal_mol": 86.6,
  "symbols": ["C", "C", "N", "N", "N", "F", "H", "H", "H", "H"],
  "coordinates": [[-0.077, 0.443, -0.322], [-0.709, -1.251, 0.884], [0.147, -1.006, 1.844], [0.984, -0.123, 1.788], [0.903, 0.624, 0.678], [-2.077, -1.433, 1.319], [0.178, -0.227, -1.207], [-0.775, 1.318, -0.405], [-0.330, -1.815, 0.037], [1.197, 1.549, 1.059]]
}

---

{
  "formula": "C10H18N2S",
  "method": "ωB97M-V/def2-TZVPD",
  "e_tot_ev": -24475.5453,
  "molar_mass_g_mol": 198.3,
  "orbital_gap_ev": 9.2,
  "smiles": "C[C@H]1CC(N)=N[C@@H]2CCCC[C@H]2S1",
  "e_homo_ev": -8.44,
  "e_above_lowest_kcal_mol": 60.7,
  "symbols": ["C", "C", "C", "C", "N", "N", "C", "C", "C", "C", "C", "C", "S", "H", "H", "H", "H", "H", "H", "H", "H", "H", "H", "H", "H", "H", "H", "H", "H", "H", "H"],
  "coordinates": [[3.105, -1.144, -0.674], [2.120, -1.249, 0.409], [1.771, 0.195, 0.957], [1.525, 1.245, -0.057], [2.752, 1.961, -0.185], [0.401, 1.488, -0.700], [-0.646, 0.544, -0.698], [-1.870, 1.380, -0.167], [-3.243, 0.791, -0.249], [-3.013, -0.658, 0.321], [-1.901, -1.497, -0.164], [-0.555, -0.805, 0.034], [0.640, -1.992, -0.456], [3.241, -2.167, -1.141], [3.984, -0.717, -0.286], [2.702, -0.546, -1.492], [2.422, -1.804, 1.327], [2.623, 0.519, 1.662], [0.944, 0.325, 1.754], [3.127, 1.978, 0.749], [2.710, 2.824, -0.773], [-0.595, 0.419, -1.785], [-1.732, 2.492, -0.490], [-1.534, 1.485, 0.899], [-3.596, 0.527, -1.222], [-4.007, 1.355, 0.256], [-3.913, -1.184, 0.133], [-2.893, -0.685, 1.403], [-2.147, -1.980, -1.144], [-1.908, -2.371, 0.593], [-0.513, -0.730, 1.187]]
}